Density functional theory data (ωB97M-V/def2-TZVPD) for a molecular structure, C33H19F4N12O2Ti.

Element x y z (Å)
1 Ti 0.941 -0.025 1.570
2 C 1.486 0.598 -3.915
3 N 1.409 0.031 -2.539
4 C 1.381 0.660 -1.395
5 N 1.172 -0.242 -0.403
6 C 1.077 -1.450 -1.091
7 N 1.223 -1.303 -2.364
8 C 0.167 0.416 -4.610
9 C 0.090 -0.283 -5.806
10 C -1.139 -0.434 -6.439
11 C -2.288 0.081 -5.865
12 C -2.211 0.769 -4.654
13 C -0.982 0.950 -4.040
14 C -3.428 1.276 -4.022
15 N -4.636 1.236 -4.449
16 N -5.423 1.805 -3.452
17 C -4.624 2.142 -2.508
18 O -3.324 1.839 -2.785
19 C -4.933 2.750 -1.215
20 C -6.243 3.117 -0.911
21 C -6.529 3.671 0.325
22 C -5.521 3.856 1.264
23 C -4.216 3.500 0.955
24 C -3.114 3.755 1.948
25 N -2.263 2.551 2.119
26 C -1.117 2.265 1.559
27 N -0.740 1.022 1.943
28 C -1.779 0.618 2.777
29 N -2.695 1.521 2.888
30 C -3.923 2.950 -0.285
31 H 2.297 0.074 -4.416
32 H 1.770 1.643 -3.781
33 H 1.524 1.723 -1.280
34 H 0.891 -2.401 -0.619
35 H 0.984 -0.701 -6.252
36 H -1.198 -0.965 -7.378
37 H -3.252 -0.045 -6.340
38 H -0.933 1.517 -3.116
39 H -7.022 2.961 -1.645
40 H -7.545 3.955 0.565
41 H -5.756 4.282 2.231
42 H -3.504 3.975 2.939
43 H -2.440 4.560 1.652
44 H -0.572 2.939 0.917
45 H -1.820 -0.336 3.274
46 H -2.909 2.675 -0.552
47 F 2.601 -6.180 3.288
48 C 3.193 -5.021 3.107
49 C 4.555 -4.970 3.074
50 F 5.222 -6.075 3.226
51 C 5.287 -3.742 2.837
52 C 4.463 -2.559 2.694
53 C 3.121 -2.647 2.730
54 F 2.411 -1.454 2.764
55 C 2.388 -3.867 2.897
56 C 0.983 -3.937 2.839
57 C 0.332 -2.792 2.401
58 N -0.057 -1.773 1.979
59 C 0.161 -5.064 3.149
60 N -0.537 -5.929 3.434
61 F 5.021 -1.378 2.582
62 C 6.657 -3.699 2.755
63 C 7.495 -4.837 2.934
64 N 8.235 -5.706 3.083
65 C 7.384 -2.504 2.467
66 N 7.974 -1.543 2.243
67 C 3.018 2.096 2.585
68 O 2.081 1.168 1.969
69 H 2.465 3.003 2.815
70 H 3.808 2.278 1.862
71 H 3.401 1.629 3.489

As for the gap between HOMO and LUMO: 3.02 eV. The calculation puts the energy above the lowest of the compared OMol25 structures with the same formula, charge and spin at 14.3 kcal per mole. As for the charge: +3. For the LUMO energy, the calculation gives -11.87 eV.

Atom charges from the Mulliken analysis, given in e for atoms 1 to 2: 1.71, -0.89


Density functional theory data (ωB97M-V/def2-TZVPD) for a molecular structure, C33H20Br2Cl5N2O2S3Y.

Element x y z (Å)
1 Y 1.764 0.953 -0.955
2 O -0.133 -2.161 -3.835
3 C -1.393 -2.303 -3.401
4 C -2.292 -3.042 -4.169
5 C -3.615 -3.164 -3.766
6 C -4.069 -2.545 -2.608
7 C -3.159 -1.813 -1.847
8 C -1.827 -1.703 -2.209
9 C -0.833 -0.982 -1.322
10 O 0.221 -0.447 -1.982
11 N -0.310 -2.004 -0.365
12 N 0.787 -1.676 0.300
13 C 1.143 -2.392 1.299
14 C 2.413 -2.171 1.996
15 Br 3.669 -1.122 1.090
16 C 2.746 -2.696 3.176
17 C 1.839 -3.479 4.047
18 C 2.324 -4.608 4.709
19 C 1.503 -5.365 5.532
20 C 0.175 -5.000 5.716
21 C -0.315 -3.864 5.088
22 C 0.512 -3.105 4.269
23 H 0.270 -1.425 -3.290
24 H -1.934 -3.493 -5.086
25 H -4.304 -3.737 -4.378
26 H -5.106 -2.621 -2.308
27 H -3.487 -1.301 -0.947
28 H -1.386 -0.229 -0.743
29 H -0.955 -2.654 0.070
30 H 0.529 -3.231 1.626
31 H 3.759 -2.552 3.532
32 H 3.358 -4.897 4.563
33 H 1.901 -6.243 6.027
34 H -0.469 -5.593 6.354
35 H -1.343 -3.557 5.240
36 H 0.136 -2.197 3.813
37 S 6.475 0.224 -2.507
38 C 4.906 0.520 -1.993
39 S 3.543 -0.409 -2.575
40 S 4.494 1.747 -0.822
41 Br 1.522 2.318 -3.789
42 C -0.216 3.040 -3.609
43 C -0.740 3.657 -4.706
44 C -2.052 4.181 -4.644
45 C -2.779 4.049 -3.500
46 C -2.237 3.400 -2.358
47 C -3.018 3.253 -1.182
48 C -2.483 2.632 -0.096
49 C -1.147 2.154 -0.133
50 C -0.315 2.250 -1.227
51 C -0.911 2.884 -2.372
52 H -0.159 3.730 -5.615
53 H -2.470 4.677 -5.513
54 H -3.790 4.437 -3.441
55 H -4.033 3.638 -1.175
56 H -3.072 2.518 0.810
57 H -0.777 1.695 0.785
58 Cl 1.075 0.646 2.914
59 C 1.413 2.299 2.376
60 C 1.719 2.517 1.044
61 C 1.878 3.865 0.729
62 Cl 2.197 4.305 -0.938
63 C 1.778 4.909 1.646
64 Cl 1.987 6.564 1.167
65 C 1.494 4.619 2.978
66 Cl 1.374 5.888 4.157
67 C 1.301 3.295 3.349
68 Cl 0.921 2.920 5.004

As for the gap between HOMO and LUMO: 5.51 eV. The calculation puts the energy above the lowest of the compared OMol25 structures with the same formula, charge and spin at 4.6 kcal per mole. As for the charge: -2. For the LUMO energy, the calculation gives 3.75 eV.

Atom charges from the Mulliken analysis, given in e for atoms 1 to 2: 0.00, -0.75


Density functional theory data (ωB97M-V/def2-TZVPD) for a molecular structure, C33H21Cl5IN2PRh.

Element x y z (Å)
1 Rh 0.553 0.990 0.286
2 I 0.584 0.798 2.810
3 C 1.499 -1.097 2.696
4 C 1.731 -1.811 3.829
5 C 2.376 -3.061 3.708
6 C 2.762 -3.513 2.481
7 C 2.526 -2.758 1.305
8 C 2.951 -3.221 0.037
9 C 2.735 -2.464 -1.074
10 C 2.066 -1.222 -0.981
11 C 1.608 -0.735 0.215
12 C 1.861 -1.505 1.393
13 H 1.439 -1.442 4.802
14 H 2.566 -3.646 4.597
15 H 3.266 -4.466 2.387
16 H 3.459 -4.175 -0.028
17 H 3.074 -2.808 -2.043
18 H 1.909 -0.664 -1.895
19 N -2.469 1.401 -0.423
20 P -1.579 -0.039 -0.202
21 C -1.492 -0.794 -1.836
22 C -1.833 -0.109 -2.998
23 C -1.662 -0.715 -4.236
24 C -1.151 -2.001 -4.315
25 C -0.805 -2.687 -3.157
26 C -0.969 -2.086 -1.921
27 C -2.682 -1.120 0.738
28 C -2.778 -0.947 2.119
29 C -3.657 -1.721 2.860
30 C -4.444 -2.673 2.228
31 C -4.358 -2.847 0.854
32 C -3.482 -2.074 0.108
33 C -2.014 2.652 -0.041
34 C -2.868 3.758 -0.089
35 C -2.383 4.991 0.279
36 C -1.058 5.115 0.693
37 C -0.281 3.984 0.714
38 N -0.741 2.771 0.354
39 H -3.448 1.359 -0.668
40 H -2.228 0.898 -2.944
41 H -1.931 -0.181 -5.138
42 H -1.021 -2.472 -5.281
43 H -0.403 -3.690 -3.218
44 H -0.690 -2.621 -1.020
45 H -2.172 -0.203 2.614
46 H -3.725 -1.583 3.931
47 H -5.126 -3.281 2.807
48 H -4.974 -3.587 0.361
49 H -3.416 -2.220 -0.963
50 H -3.892 3.632 -0.414
51 H -3.032 5.856 0.247
52 H -0.643 6.066 0.991
53 H 0.758 4.017 1.016
54 Cl 3.860 1.721 2.304
55 C 3.550 2.241 0.685
56 C 2.343 1.948 0.064
57 C 2.276 2.314 -1.265
58 Cl 0.797 1.686 -2.043
59 C 3.234 2.975 -2.001
60 Cl 2.980 3.345 -3.653
61 C 4.407 3.313 -1.328
62 Cl 5.642 4.165 -2.153
63 C 4.566 2.931 0.006
64 Cl 6.032 3.311 0.810

As for the gap between HOMO and LUMO: 6.88 eV. The calculation puts the energy above the lowest of the compared OMol25 structures with the same formula, charge and spin at 0.0 kcal per mole. As for the charge: +1. For the LUMO energy, the calculation gives -3.61 eV.

Atom charges from the Mulliken analysis, given in e for atoms 1 to 2: -0.66, 0.06


Density functional theory data (ωB97M-V/def2-TZVPD) for a molecular structure, C33H21MnN7O4S4.

Element x y z (Å)
1 Mn 0.266 0.403 -0.234
2 S 0.333 -1.273 6.713
3 C 1.327 -0.212 7.598
4 C 1.900 0.732 6.802
5 C 1.521 0.589 5.445
6 C 0.667 -0.460 5.226
7 C 0.074 -0.906 3.964
8 C 0.372 -0.223 2.774
9 N -0.104 -0.536 1.583
10 C -0.942 -1.592 1.496
11 C -1.309 -2.346 2.617
12 C -2.204 -3.457 2.452
13 C -2.686 -3.773 1.237
14 C -2.319 -3.012 0.075
15 C -2.806 -3.327 -1.194
16 C -2.425 -2.574 -2.286
17 C -1.548 -1.507 -2.037
18 N -1.059 -1.160 -0.855
19 C -1.448 -1.923 0.207
20 C -2.891 -2.846 -3.646
21 C -2.595 -2.171 -4.802
22 C -3.225 -2.713 -5.947
23 C -3.994 -3.794 -5.646
24 S -3.959 -4.161 -3.985
25 C -0.785 -1.984 3.860
26 H 1.436 -0.343 8.665
27 H 2.565 1.499 7.173
28 H 1.879 1.251 4.665
29 H 1.041 0.621 2.838
30 H -2.478 -4.029 3.330
31 H -3.360 -4.611 1.109
32 H -3.481 -4.167 -1.311
33 H -1.247 -0.927 -2.884
34 H -1.944 -1.307 -4.848
35 H -3.114 -2.319 -6.947
36 H -4.583 -4.398 -6.321
37 H -1.060 -2.559 4.737
38 N 3.882 -2.053 -0.114
39 C 3.618 -0.869 0.453
40 N 2.521 -0.180 0.254
41 C 2.574 0.977 0.986
42 C 3.639 1.223 1.752
43 S 4.722 -0.120 1.578
44 C 0.588 2.512 1.380
45 C 0.770 3.442 2.321
46 S -0.780 4.135 2.669
47 C -1.516 3.101 1.472
48 N -0.671 2.286 0.889
49 N -2.830 3.135 1.219
50 H 3.234 -2.448 -0.772
51 H 4.757 -2.520 0.040
52 H 3.881 2.080 2.361
53 H 1.674 3.788 2.798
54 H -3.428 3.808 1.665
55 H -3.220 2.540 0.510
56 O 0.968 3.266 -7.628
57 C 1.693 4.068 -7.195
58 O 2.415 4.862 -6.744
59 C 1.370 2.903 -4.356
60 C 0.503 1.826 -4.395
61 C 0.282 1.224 -3.170
62 N 0.810 1.571 -1.991
63 C 1.669 2.663 -2.027
64 C 1.973 3.371 -3.258
65 C 2.334 3.230 -0.986
66 O 2.994 3.885 -0.311
67 O 1.468 1.737 0.646
68 H 0.023 1.464 -5.294
69 H -0.385 0.391 -3.143
70 H 2.651 4.217 -3.230

As for the gap between HOMO and LUMO (alpha / beta): 6.49 / 6.72 eV. The calculation puts the energy above the lowest of the compared OMol25 structures with the same formula, charge and spin at 80.0 kcal per mole. As for the charge: +2. For the LUMO energy (alpha / beta), the calculation gives -5.64 / -5.95 eV. As for the spin multiplicity: 4.

Atom charges from the Mulliken analysis, given in e for atoms 1 to 2: 0.54, -0.18


Density functional theory data (ωB97M-V/def2-TZVPD) for a molecular structure, C33H22BrClN6O4Ru.

Element x y z (Å)
1 Ru 0.231 0.364 0.054
2 C 2.119 -6.017 1.066
3 C 1.640 -4.605 1.300
4 C 1.635 -2.859 3.142
5 C 2.036 -1.895 2.319
6 C 2.105 -2.093 0.835
7 Br 3.389 -0.879 0.046
8 N 0.756 -1.690 0.173
9 C 0.746 -4.019 0.246
10 H 3.053 -6.195 1.599
11 H 2.289 -6.208 0.007
12 H 1.379 -6.736 1.422
13 H 1.599 -2.646 4.206
14 H 2.327 -0.924 2.703
15 H 0.422 -4.621 -0.593
16 N -0.873 7.659 -6.972
17 C -0.806 6.804 -6.208
18 C -0.722 5.734 -5.253
19 C -1.886 5.107 -4.815
20 C -1.807 4.087 -3.886
21 C -0.562 3.670 -3.411
22 C 0.603 4.288 -3.870
23 C 0.523 5.329 -4.777
24 C -0.468 2.568 -2.433
25 C 0.249 1.429 -2.790
26 C 0.737 1.123 -4.069
27 C 1.299 -0.142 -4.019
28 C 1.143 -0.587 -2.719
29 N 0.492 0.320 -1.943
30 C -1.140 2.698 -1.207
31 C -1.950 3.752 -0.792
32 C -2.539 3.388 0.427
33 C -2.053 2.145 0.745
34 N -1.187 1.692 -0.224
35 H -2.845 5.420 -5.205
36 H -2.710 3.587 -3.560
37 H 1.568 3.976 -3.492
38 H 1.418 5.828 -5.119
39 H 0.645 1.763 -4.931
40 H 1.764 -0.693 -4.819
41 H 1.524 -1.527 -2.352
42 H -2.099 4.673 -1.330
43 H -3.244 3.961 1.006
44 H -2.299 1.544 1.603
45 O -1.162 1.656 5.638
46 C -1.686 0.477 5.348
47 O -2.386 -0.134 6.098
48 C -1.376 -0.098 3.988
49 C -1.836 -1.327 3.520
50 Cl -2.877 -2.393 4.281
51 N -1.348 -1.533 2.251
52 N -0.658 -0.424 1.890
53 C -0.622 0.397 2.924
54 C 0.297 1.566 2.728
55 O 0.443 2.431 3.547
56 O 0.957 1.462 1.587
57 C -0.924 -2.771 1.668
58 C -0.055 -2.816 0.657
59 C 2.200 -3.546 0.392
60 C 1.286 -4.271 2.748
61 C -0.171 -4.657 2.960
62 C -1.203 -4.019 2.412
63 H -0.575 2.022 4.946
64 H 0.920 -1.932 -0.804
65 H 2.967 -3.805 -0.325
66 H 1.886 -4.913 3.397
67 H -0.364 -5.561 3.525
68 H -2.214 -4.381 2.517

As for the gap between HOMO and LUMO (alpha / beta): 6.59 / 4.68 eV. The calculation puts the energy above the lowest of the compared OMol25 structures with the same formula, charge and spin at 109.0 kcal per mole. As for the charge: +2. For the LUMO energy (alpha / beta), the calculation gives -7.91 / -9.82 eV. As for the spin multiplicity: 5.

Atom charges from the Mulliken analysis, given in e for atoms 1 to 2: 0.42, -1.53


Density functional theory data (ωB97M-V/def2-TZVPD) for a molecular structure, C33H22N3O4PrS4 at a distorted geometry.

Element x y z (Å)
1 Pr 0.760 0.138 -1.057
2 S 1.303 -2.208 -3.013
3 C 0.193 -3.532 -3.015
4 C 0.444 -4.648 -3.857
5 C -0.403 -5.731 -3.945
6 C -1.580 -5.783 -3.195
7 C -1.858 -4.717 -2.361
8 C -0.993 -3.624 -2.251
9 S -1.472 -2.358 -1.102
10 C -0.920 -3.160 0.443
11 C -1.418 -2.398 1.643
12 C -2.197 -2.981 2.632
13 C -2.564 -2.200 3.719
14 C -2.120 -0.893 3.806
15 C -1.329 -0.389 2.774
16 C -0.700 1.001 2.919
17 S 0.663 3.269 2.125
18 C 0.407 4.392 0.768
19 C -0.276 5.577 1.074
20 C -0.551 6.539 0.121
21 C -0.142 6.304 -1.188
22 C 0.548 5.150 -1.503
23 C 0.872 4.161 -0.551
24 S 1.895 2.827 -1.089
25 N -1.035 -1.126 1.706
26 H 1.351 -4.620 -4.448
27 H -0.150 -6.549 -4.612
28 H -2.263 -6.620 -3.272
29 H -2.768 -4.710 -1.771
30 H 0.172 -3.185 0.456
31 H -1.288 -4.185 0.450
32 H -2.502 -4.016 2.548
33 H -3.183 -2.618 4.505
34 H -2.371 -0.260 4.646
35 H 0.221 0.856 3.499
36 H -1.190 2.682 3.689
37 H -0.615 5.716 2.094
38 H -1.087 7.442 0.388
39 H -0.363 7.021 -1.971
40 H 0.872 4.972 -2.520
41 O -1.613 1.811 3.653
42 C -0.215 1.609 1.595
43 O 0.692 0.809 1.063
44 C -1.348 2.035 0.639
45 C -2.280 3.037 0.891
46 C -3.114 3.446 -0.136
47 C -2.987 2.882 -1.401
48 C -2.051 1.884 -1.571
49 N -1.283 1.469 -0.561
50 C -1.742 1.288 -2.945
51 O -2.529 1.531 -3.857
52 O -0.657 0.622 -2.983
53 H -2.312 3.521 1.854
54 H -3.825 4.245 0.038
55 H -3.567 3.196 -2.256
56 N 7.572 -2.684 2.077
57 C 6.606 -2.312 1.569
58 C 5.396 -1.844 0.928
59 C 5.193 -0.482 0.716
60 C 4.021 -0.053 0.105
61 C 3.002 -0.921 -0.326
62 C 3.273 -2.283 -0.110
63 C 4.422 -2.752 0.510
64 H 5.947 0.228 1.036
65 H 3.890 1.020 -0.009
66 H 2.561 -3.025 -0.467
67 H 4.582 -3.814 0.664

As for the gap between HOMO and LUMO (alpha / beta): 6.19 / 6.20 eV. The calculation puts the energy above the lowest of the compared OMol25 structures with the same formula, charge and spin at 0.0 kcal per mole. As for the charge: -2. For the LUMO energy (alpha / beta), the calculation gives 4.09 / 4.09 eV. As for the spin multiplicity: 3.

Atom charges from the Mulliken analysis, given in e for atoms 1 to 2: 0.47, -0.38


Density functional theory data (ωB97M-V/def2-TZVPD) for a molecular structure, C33H23BrN4NiO6 at a distorted geometry.

Element x y z (Å)
1 Ni -0.531 0.397 -0.491
2 C 2.520 -4.260 -1.770
3 O 3.904 -4.160 -1.447
4 C 4.211 -3.493 -0.300
5 C 5.558 -3.218 -0.082
6 C 5.944 -2.492 1.031
7 C 5.001 -2.015 1.934
8 C 3.668 -2.370 1.755
9 C 3.266 -3.092 0.642
10 N 5.491 -1.242 3.032
11 N 4.867 -0.249 3.456
12 C 3.698 0.240 2.839
13 C 2.671 0.576 3.710
14 C 1.359 0.766 3.303
15 C 0.995 0.619 1.946
16 O -0.190 0.628 1.522
17 C 2.107 0.456 1.003
18 N 1.753 0.430 -0.293
19 C 2.676 0.286 -1.211
20 C 4.042 0.218 -0.891
21 C 4.421 0.233 0.423
22 C 3.439 0.302 1.434
23 H 2.480 -4.672 -2.776
24 H 2.023 -3.291 -1.740
25 H 2.007 -4.940 -1.084
26 H 6.283 -3.557 -0.812
27 H 6.988 -2.250 1.195
28 H 2.914 -2.027 2.455
29 H 2.211 -3.275 0.488
30 H 2.915 0.598 4.768
31 H 0.577 0.968 4.024
32 H 2.335 0.227 -2.240
33 H 4.779 0.143 -1.682
34 H 5.467 0.175 0.696
35 O -1.200 0.146 -3.246
36 C -1.267 0.208 -2.107
37 N -0.947 7.745 -0.921
38 C -0.889 6.594 -0.875
39 C -0.813 5.163 -0.817
40 C -0.008 4.466 -1.718
41 C 0.051 3.083 -1.652
42 C -0.657 2.338 -0.699
43 C -1.463 3.072 0.186
44 C -1.547 4.452 0.137
45 H 0.559 5.014 -2.462
46 H 0.676 2.565 -2.375
47 H -2.040 2.531 0.926
48 H -2.180 4.993 0.831
49 Br -5.830 -0.551 -3.729
50 C -6.543 -0.076 -2.027
51 C -7.935 -0.081 -1.962
52 C -8.580 0.234 -0.780
53 C -7.827 0.552 0.343
54 C -6.447 0.549 0.259
55 C -5.763 0.241 -0.920
56 C -4.208 0.300 -0.840
57 O -3.600 0.142 -1.924
58 O -3.750 0.503 0.292
59 H -8.501 -0.336 -2.848
60 H -9.663 0.229 -0.740
61 H -8.315 0.800 1.278
62 H -5.821 0.786 1.111
63 C -1.574 -2.039 0.698
64 C -0.506 -1.512 -0.247
65 O 0.299 -2.309 -0.718
66 H -1.301 -3.029 1.075
67 H -2.506 -2.100 0.129
68 H -1.753 -1.332 1.506

As for the gap between HOMO and LUMO: 6.39 eV. The calculation puts the energy above the lowest of the compared OMol25 structures with the same formula, charge and spin at 11.8 kcal per mole. As for the charge: -2. For the LUMO energy, the calculation gives 4.26 eV.

Atom charges from the Mulliken analysis, given in e for atoms 1 to 2: -0.02, -0.52